Entry 1:
C35H65B3O26 | ωB97M-V with the def2-TZVPD basis set

```
129
Properties=species:S:1:pos:R:3:mulliken_charge:R:1
C 0.22 0.95 3.10 -0.719
B 1.35 0.34 2.09 0.714
O 2.50 -0.44 2.50 -0.318
B 2.53 -1.54 1.52 0.266
C 3.97 -2.26 1.29 -0.186
C 3.95 -3.80 1.83 -0.814
C 2.94 -4.70 0.95 -0.236
O 3.14 -4.32 -0.46 -0.529
O 1.28 -1.91 0.89 0.028
B 0.81 -0.75 0.15 0.148
C -0.03 -0.79 -1.23 -0.796
C -1.60 -1.19 -1.02 0.712
C -2.42 -0.28 -2.07 -1.337
O -1.88 -0.92 0.37 -0.149
C -3.26 -1.11 0.74 -0.444
C -3.77 -2.63 0.78 0.703
C -4.25 -3.20 2.17 -0.453
C -4.82 -4.66 2.33 -0.615
C -4.94 -5.61 1.11 -0.502
C -4.43 -5.07 -0.28 -0.497
C -3.87 -3.60 -0.42 -0.145
O 1.16 0.58 0.67 -0.411
H 0.70 1.38 4.04 0.268
H -0.51 0.09 3.32 0.287
H -0.27 1.82 2.52 0.042
H 4.37 -2.19 0.22 0.365
H 4.75 -1.72 1.96 -0.174
H 3.65 -3.77 2.94 0.281
H 4.99 -4.28 1.78 0.345
H 3.05 -5.82 1.11 0.356
H 1.86 -4.41 1.20 0.131
H 2.45 -4.82 -0.94 0.305
H 0.39 -1.47 -2.04 0.291
H -0.01 0.28 -1.68 0.190
H -1.64 -2.31 -1.31 0.058
H -3.53 -0.59 -1.97 0.321
H -2.04 -0.34 -3.14 0.374
H -2.38 0.80 -1.65 0.280
H -3.36 -0.72 1.82 0.078
H -4.02 -0.52 0.13 0.239
H -4.21 -2.55 3.11 0.269
H -5.20 -5.07 3.34 0.453
H -5.37 -6.67 1.15 0.318
H -4.47 -5.74 -1.21 0.284
H -3.53 -3.27 -1.45 0.265
C -9.51 -4.84 7.57 -0.623
O -9.51 -3.91 6.49 -0.330
C -8.32 -3.74 5.90 0.742
O -7.29 -4.30 6.20 -0.539
O -8.46 -2.84 4.91 -0.319
C -7.26 -2.56 4.19 -0.539
H -10.52 -4.90 7.97 0.219
H -9.22 -5.84 7.21 0.292
H -8.84 -4.51 8.37 0.289
H -6.89 -3.47 3.71 0.179
H -6.50 -2.14 4.86 0.307
H -7.50 -1.83 3.42 0.301
C -1.26 -0.80 -8.48 -0.610
O -2.09 -1.95 -8.35 -0.332
C -2.45 -2.23 -7.08 0.797
O -2.13 -1.61 -6.10 -0.524
O -3.22 -3.33 -7.11 -0.315
C -3.67 -3.75 -5.82 -0.638
H -1.04 -0.66 -9.53 0.215
H -1.78 0.09 -8.12 0.287
H -0.32 -0.94 -7.94 0.290
H -4.29 -2.98 -5.36 0.280
H -2.83 -4.01 -5.18 0.272
H -4.29 -4.64 -5.96 0.276
C 9.88 1.35 1.89 -0.446
O 8.83 0.56 2.45 -0.356
C 7.62 1.15 2.43 0.793
O 7.38 2.25 2.00 -0.542
O 6.74 0.30 2.99 -0.371
C 5.40 0.80 3.04 -0.692
H 10.80 0.78 1.95 0.235
H 9.68 1.56 0.84 0.121
H 10.01 2.28 2.45 0.288
H 5.02 0.99 2.03 0.310
H 5.35 1.71 3.65 0.487
H 4.78 0.04 3.50 0.174
C 8.23 3.62 -0.62 -0.589
O 8.24 4.56 -1.70 -0.307
C 9.44 4.72 -2.28 0.777
O 10.46 4.14 -1.97 -0.573
O 9.31 5.62 -3.27 -0.342
C 10.52 5.89 -3.98 -0.624
H 7.22 3.58 -0.23 0.273
H 8.51 2.63 -0.98 0.218
H 8.90 3.95 0.18 0.356
H 10.89 4.98 -4.47 0.298
H 11.28 6.30 -3.31 0.302
H 10.30 6.63 -4.75 0.222
C 9.28 0.54 -8.13 -0.627
O 8.31 0.97 -7.17 -0.332
C 8.84 1.58 -6.10 0.734
O 10.01 1.79 -5.90 -0.537
O 7.83 1.93 -5.28 -0.331
C 8.24 2.60 -4.09 -0.515
H 8.75 0.06 -8.95 0.217
H 9.83 1.40 -8.53 0.292
H 9.97 -0.19 -7.69 0.288
H 8.75 3.53 -4.33 0.226
H 8.89 1.95 -3.49 0.306
H 7.35 2.83 -3.51 0.268
C -5.49 4.63 5.27 -0.727
O -5.46 4.01 3.98 -0.217
C -4.23 3.63 3.59 0.622
O -3.21 3.76 4.22 -0.584
O -4.34 3.07 2.36 -0.280
C -3.10 2.62 1.82 -0.704
H -6.53 4.89 5.48 0.242
H -5.15 3.93 6.04 0.323
H -4.89 5.54 5.28 0.294
H -2.67 1.84 2.45 0.195
H -2.40 3.45 1.70 0.391
H -3.31 2.19 0.84 0.270
C -10.53 3.92 -0.27 -0.621
O -9.64 2.85 0.05 -0.342
C -8.76 3.13 1.02 0.761
O -8.67 4.18 1.61 -0.542
O -8.00 2.05 1.22 -0.319
C -7.00 2.20 2.24 -0.659
H -11.19 3.58 -1.06 0.219
H -11.13 4.20 0.60 0.286
H -9.97 4.79 -0.64 0.290
H -7.47 2.41 3.20 0.292
H -6.31 2.99 1.97 0.511
H -6.45 1.27 2.31 0.277
```

SMILES: CB1OB(CCCO)OB(C[C@H](C)OCc2ccccc2)O1.COC(=O)OC.COC(=O)OC.COC(=O)OC.COC(=O)OC.COC(=O)OC.COC(=O)OC.COC(=O)OC


Entry 2:
C35H65F5O28P3 | ωB97M-V with the def2-TZVPD basis set

```
136
Properties=species:S:1:pos:R:3:mulliken_charge:R:1
C 1.99 -1.96 -0.80 -0.844
C 1.64 -0.46 -0.98 0.802
O 2.23 0.24 -1.99 -0.656
H 2.51 -2.09 0.16 0.160
H 2.67 -2.33 -1.57 0.250
H 1.12 -2.62 -0.73 0.142
H 1.75 0.05 0.02 -0.107
H 0.53 -0.44 -1.04 -0.703
C 2.21 -2.36 -4.25 0.834
C 3.54 -3.14 -4.41 0.520
O 3.40 -3.77 -5.65 -0.400
C 2.42 -3.15 -6.36 0.458
O 2.17 -3.40 -7.49 -0.543
O 1.79 -2.23 -5.60 -0.342
F 3.79 -4.04 -3.42 -0.270
H 2.37 -1.39 -3.79 -0.620
H 1.55 -2.98 -3.62 0.182
H 4.32 -2.37 -4.35 0.232
C 3.54 3.45 -2.68 0.244
C 3.79 3.96 -1.25 0.485
O 3.53 5.33 -1.47 -0.382
C 2.68 5.49 -2.52 0.567
O 2.22 6.52 -2.87 -0.531
O 2.49 4.29 -3.11 -0.300
F 5.15 3.84 -1.05 -0.312
H 3.28 2.39 -2.80 -0.226
H 4.48 3.56 -3.21 0.206
H 3.27 3.45 -0.45 0.284
C 5.27 -0.96 -0.96 0.031
C 5.38 0.55 -0.98 1.020
O 6.03 0.85 -2.20 -0.374
C 5.79 -0.19 -3.04 0.695
O 6.04 -0.23 -4.20 -0.562
O 5.22 -1.22 -2.38 -0.145
F 6.14 1.03 0.03 -0.371
H 4.36 -1.38 -0.55 -0.415
H 6.18 -1.46 -0.60 0.291
H 4.34 0.90 -0.99 -0.108
C 5.18 -5.36 1.36 -0.390
C 3.83 -4.79 0.94 0.588
O 2.90 -5.61 1.62 -0.345
C 3.51 -6.21 2.67 0.578
O 2.99 -6.79 3.55 -0.506
O 4.86 -6.05 2.57 -0.341
F 3.59 -4.98 -0.38 -0.281
H 5.87 -4.57 1.65 0.257
H 5.66 -6.04 0.67 0.259
H 3.69 -3.75 1.22 0.155
C 1.02 1.45 -4.92 0.080
C -0.44 1.54 -5.29 0.614
O -0.42 1.96 -6.61 -0.386
C 0.79 2.54 -6.86 0.516
O 1.08 3.02 -7.90 -0.554
O 1.59 2.45 -5.79 -0.297
F -1.04 2.53 -4.51 -0.329
H 1.49 0.49 -5.12 -0.114
H 1.22 1.72 -3.89 0.077
H -1.02 0.66 -5.02 0.287
C -2.00 0.38 -1.18 0.292
C -3.21 1.29 -1.05 -0.484
O -3.39 1.75 0.30 -0.306
P -4.20 0.95 1.38 0.483
O -5.43 0.31 0.95 -0.819
O -3.15 -0.01 2.07 0.621
C -3.52 -0.79 3.20 -0.471
C -2.31 -1.50 3.77 -0.964
O -4.33 2.06 2.51 -0.293
C -5.22 3.17 2.31 -0.217
C -5.30 3.94 3.61 -1.303
H -1.35 0.57 -0.33 -0.069
H -2.28 -0.66 -0.99 -0.378
H -1.50 0.42 -2.14 0.274
H -3.05 2.21 -1.62 0.290
H -4.11 0.83 -1.46 0.298
H -3.91 -0.12 3.97 0.434
H -4.36 -1.47 3.00 0.318
H -1.49 -0.79 3.72 0.046
H -2.56 -1.77 4.79 0.424
H -1.99 -2.38 3.21 0.195
H -4.88 3.80 1.49 0.276
H -6.22 2.78 2.09 0.302
H -6.06 4.72 3.58 0.395
H -5.59 3.31 4.45 0.312
H -4.33 4.36 3.86 0.298
C -6.59 -6.10 -1.81 -1.214
C -6.80 -4.59 -1.79 -0.283
O -5.57 -4.02 -1.26 -0.299
P -5.25 -2.53 -1.66 -0.008
O -6.39 -1.61 -1.64 -0.703
O -4.01 -2.11 -0.76 0.722
C -3.40 -3.09 0.11 0.017
C -1.95 -2.69 0.34 -1.269
O -4.59 -2.72 -3.10 -0.320
C -4.44 -1.56 -3.92 0.377
C -5.44 -1.56 -5.09 -1.383
H -5.64 -6.33 -2.28 0.311
H -6.56 -6.43 -0.77 0.294
H -7.43 -6.53 -2.35 0.388
H -6.96 -4.17 -2.78 0.324
H -7.60 -4.32 -1.10 0.269
H -3.94 -3.14 1.06 0.104
H -3.38 -4.04 -0.42 0.478
H -1.45 -3.40 1.01 0.522
H -1.38 -2.73 -0.59 0.405
H -1.90 -1.69 0.77 -0.034
H -4.58 -0.65 -3.33 -0.066
H -3.45 -1.58 -4.36 0.361
H -6.37 -1.07 -4.81 0.297
H -4.98 -1.10 -5.96 0.409
H -5.65 -2.60 -5.34 0.286
C 0.57 1.62 2.47 -0.766
C 0.53 1.73 3.99 -0.413
O 0.68 3.16 4.27 -0.167
P 1.56 3.58 5.50 0.959
O 2.63 2.66 5.91 -0.761
O 2.05 5.02 5.12 -0.401
C 3.12 5.19 4.18 -0.109
C 4.36 5.66 4.92 -1.241
O 0.49 3.88 6.61 -0.347
C 0.86 3.87 8.02 -0.245
C 0.60 2.50 8.58 -1.076
H 1.47 2.07 2.03 0.293
H 0.57 0.59 2.10 0.288
H -0.31 2.11 2.06 0.226
H -0.51 1.53 4.26 0.185
H 1.31 1.11 4.42 0.451
H 3.34 4.23 3.70 0.225
H 2.82 5.92 3.44 0.375
H 4.82 4.88 5.53 0.288
H 5.18 5.97 4.28 0.399
H 4.09 6.47 5.60 0.282
H 1.90 4.18 8.10 0.279
H 0.26 4.67 8.46 0.351
H -0.39 2.18 8.25 0.279
H 1.27 1.79 8.08 0.262
H 0.60 2.46 9.66 0.384
```

Charge: -1
ΔE to the lowest compared entry with this formula, charge and spin: 0.0 kcal/mol


Number 1: orbital gap 9.35 eV, LUMO level 0.01208 hartree. Number 2: orbital gap 6.76 eV, LUMO level 0.06585 hartree.